Entry w
C4H4O3 | wB97M-V/def2-TZVPD

Structure (ORCA input):
```
! wB97M-V def2-TZVPD RIJCOSX def2/J DEFGRID3
* xyz 0 1
C 0.268 -0.665 0.010
H -2.435 1.321 1.054
H -0.607 1.691 0.860
C 0.908 0.222 -0.845
O 1.503 0.900 0.007
C 0.807 -1.951 0.362
O 0.310 -2.915 -0.191
H 1.602 -2.004 1.128
C -1.586 1.521 0.374
O -1.714 1.543 -0.826
H 0.943 0.337 -1.932
*
```

Results
**Gap between HOMO and LUMO**: 9.0 eV
**HOMO energy**: -10.060 eV

These are the Mulliken partial charges, in e, on atoms 1 to 4: number 1, C, carries -0.09; number 2, H, carries 0.26; number 3, H, carries 0.25; number 4, C, carries 0.22

Entry x
C4H4O3 | wB97M-V/def2-TZVPD

Structure (ORCA input):
```
! wB97M-V def2-TZVPD RIJCOSX def2/J DEFGRID3
* xyz 0 1
C -0.950 -1.004 -0.253
H -0.206 0.286 1.977
O -0.800 -2.027 0.560
O 1.306 -0.245 0.586
H -1.637 -2.383 0.249
H 1.287 1.367 -1.387
C 0.356 0.638 1.112
C 0.329 0.811 -1.421
C 0.127 -0.030 -0.189
H 0.628 1.694 1.108
O -0.440 0.893 -2.342
*
```

Results
**Gap between HOMO and LUMO**: 9.3 eV
**HOMO energy**: -9.039 eV

These are the Mulliken partial charges, in e, on atoms 1 to 4: number 1, C, carries -1.04; number 2, H, carries 0.25; number 3, O, carries -0.28; number 4, O, carries -0.43

The structure with the least stability is entry w.

Entry w
C6H11NO2 | wB97M-V/def2-TZVPD

Structure (ORCA input):
```
! wB97M-V def2-TZVPD RIJCOSX def2/J DEFGRID3
* xyz 0 1
O 2.295 -0.212 0.253
H 0.637 1.341 -0.590
H 0.471 -0.263 1.588
H 0.146 -1.708 -1.872
C 1.699 -1.180 -0.691
H 3.076 -0.945 0.201
H -1.993 -0.586 -2.177
H -2.698 -1.438 -0.648
C -2.051 -0.635 -0.952
H 1.605 1.844 0.852
H 0.144 1.820 2.213
C 0.330 -1.202 -1.023
H -1.275 1.980 0.819
H -2.684 0.238 -0.624
C -0.468 0.093 1.116
O 2.308 -1.877 -1.321
C -0.343 1.489 1.148
C -0.760 -0.590 -0.320
H -1.165 -0.160 1.703
N 0.726 1.991 0.326
*
```

Results
**SMILES**: C/C(=C/C(=O)O)CCN
**Gap between HOMO and LUMO**: 9.3 eV
**HOMO energy**: -8.996 eV

These are the Mulliken partial charges, in e, on atoms 1 to 4: number 1, O, carries -0.44; number 2, H, carries 0.32; number 3, H, carries 0.33; number 4, H, carries 0.57

Entry x
C6H11NO2 | wB97M-V/def2-TZVPD

Structure (ORCA input):
```
! wB97M-V def2-TZVPD RIJCOSX def2/J DEFGRID3
* xyz 0 1
H -0.896 0.353 1.911
H 1.303 2.006 -0.390
O -1.109 -1.289 -0.999
H 0.802 1.610 1.262
H -2.658 0.948 -0.874
H 0.179 -2.802 1.491
H -1.269 1.294 -1.917
C -0.997 -0.474 1.204
H -1.354 2.011 -0.290
H -1.812 -1.150 1.446
H 2.388 1.100 0.671
O 0.805 -2.226 1.022
N 1.444 -0.487 -1.348
C -0.888 -0.127 -0.378
H 2.382 -0.823 -1.165
C 0.755 -0.038 -0.184
C -1.581 1.124 -0.885
C 0.290 -1.057 0.812
H 0.875 -1.217 -1.777
C 1.341 1.243 0.388
*
```

Results
**Gap between HOMO and LUMO**: 7.9 eV
**HOMO energy**: -7.795 eV

These are the Mulliken partial charges, in e, on atoms 1 to 4: number 1, H, carries 0.26; number 2, H, carries 0.35; number 3, O, carries -0.86; number 4, H, carries 0.30

The structure with the least stability is entry w.

Entry w
C6H11NO2 | wB97M-V/def2-TZVPD

Structure (ORCA input):
```
! wB97M-V def2-TZVPD RIJCOSX def2/J DEFGRID3
* xyz 0 1
C -0.633 1.692 1.493
H 0.347 -0.059 -3.067
H 0.185 2.271 1.075
C 0.629 -0.219 -1.049
C -0.066 -0.821 -2.310
H 1.901 1.069 -1.331
H -1.212 -0.382 1.409
O 0.791 1.057 -1.498
C 0.818 -0.371 0.461
N 0.925 -1.766 0.938
H -0.182 -1.881 -2.619
H -0.603 1.680 2.803
H -0.098 -2.210 1.152
H -1.144 -1.475 -0.638
O -1.415 0.525 -0.394
H 1.826 0.204 0.566
C -0.851 -0.518 -1.044
H 1.084 -1.691 1.941
C -0.719 0.417 0.910
H -1.584 2.477 1.202
*
```

Results
**SMILES**: C[C@H]1O[C@H]2C[C@]2(O)[C@@H]1N
**Gap between HOMO and LUMO**: 9.0 eV
**HOMO energy**: -8.222 eV

These are the Mulliken partial charges, in e, on atoms 1 to 4: number 1, C, carries -1.25; number 2, H, carries 0.29; number 3, H, carries 0.30; number 4, C, carries 0.57

Entry x
C6H11NO2 | wB97M-V/def2-TZVPD

Structure (ORCA input):
```
! wB97M-V def2-TZVPD RIJCOSX def2/J DEFGRID3
* xyz 0 1
C -1.136 0.783 1.459
H -2.161 1.110 1.265
H -1.206 -0.090 2.112
C 0.822 -0.201 0.149
H 0.190 -1.994 1.110
H 1.908 -1.974 0.703
H -0.616 1.583 1.997
O -2.471 -0.789 -1.230
O -0.121 -1.234 -1.616
C 1.077 -1.362 1.063
H -1.720 1.817 -1.025
H 1.324 -0.999 2.064
C -0.891 1.123 -1.142
H 0.479 -0.755 -2.216
H 2.779 -0.148 -0.435
H 1.809 1.259 -0.861
C -0.450 0.447 0.162
C -1.348 -0.318 -1.156
H -0.145 1.440 -1.869
N 1.878 0.302 -0.536
*
```

Results
**Gap between HOMO and LUMO**: 7.7 eV
**HOMO energy**: -7.252 eV

These are the Mulliken partial charges, in e, on atoms 1 to 4: number 1, C, carries -1.45; number 2, H, carries 0.38; number 3, H, carries 0.30; number 4, C, carries 0.87

Entry y
C6H11NO2 | wB97M-V/def2-TZVPD

Structure (ORCA input):
```
! wB97M-V def2-TZVPD RIJCOSX def2/J DEFGRID3
* xyz 0 1
H 1.437 -0.148 1.610
O 2.146 -0.652 -1.344
H 0.329 1.023 -1.954
C 0.522 1.204 -0.898
O -1.477 -1.175 1.111
H -1.412 2.370 0.898
C -0.852 -0.656 -0.019
H -0.543 -1.020 -2.131
C -0.972 -1.501 -1.252
C -0.497 0.674 0.019
H -1.322 1.004 2.015
C 1.580 -0.061 -0.436
N 2.086 0.000 0.848
H 0.124 1.955 1.650
H -0.426 -2.440 -1.110
H 0.890 2.196 -0.643
C -0.788 1.531 1.224
H -1.763 -2.082 0.924
H 2.961 -0.499 0.951
H -2.024 -1.723 -1.460
*
```

Results
**SMILES**: C/C(O)=C(/C)CC(N)=O
**Gap between HOMO and LUMO**: 8.5 eV
**HOMO energy**: -7.766 eV

These are the Mulliken partial charges, in e, on atoms 1 to 4: number 1, H, carries 0.25; number 2, O, carries -0.59; number 3, H, carries 0.29; number 4, C, carries -0.85

The structure with the least stability is entry w.

Entry w
C6H11NO2 | wB97M-V/def2-TZVPD

Structure (ORCA input):
```
! wB97M-V def2-TZVPD RIJCOSX def2/J DEFGRID3
* xyz 0 1
C -0.717 -0.596 -0.012
H 0.415 2.164 -0.818
H -1.958 -2.165 -0.321
H 0.846 -2.046 -0.752
H -2.252 -0.340 1.544
H -1.411 -1.145 -1.540
C -1.166 -0.059 1.432
H 2.109 0.060 -1.629
N -1.796 -1.205 -0.628
H -0.558 -0.096 2.236
H 1.120 1.802 0.967
C 1.667 0.208 -0.466
O -1.691 1.770 -0.422
O 2.814 0.025 0.305
C -0.724 0.896 0.103
H 3.566 0.638 -0.369
H 0.852 -1.482 0.994
H -2.626 1.276 -0.442
C 0.762 1.352 -0.065
C 0.749 -1.057 -0.116
*
```

Results
**SMILES**: N[C@@]12C[C@H](O)C[C@]1(O)C2
**Gap between HOMO and LUMO**: 9.1 eV
**HOMO energy**: -8.533 eV

These are the Mulliken partial charges, in e, on atoms 1 to 4: number 1, C, carries 0.77; number 2, H, carries 0.33; number 3, H, carries 0.28; number 4, H, carries 0.27

Entry x
C6H11NO2 | wB97M-V/def2-TZVPD

Structure (ORCA input):
```
! wB97M-V def2-TZVPD RIJCOSX def2/J DEFGRID3
* xyz 0 1
C -1.139 -0.205 0.016
C -1.990 0.797 0.809
O -0.204 -0.889 0.773
H -2.702 -0.621 -1.269
C 1.858 0.848 0.881
N -1.889 -1.057 -0.855
H 2.195 -0.734 -1.741
H 2.619 1.384 0.310
H 2.354 0.222 1.622
C 1.808 -1.092 -0.788
H -2.566 1.428 0.133
H -1.351 1.428 1.423
H -2.116 -1.938 -0.412
O -0.145 1.410 -1.719
H 2.606 -1.508 -0.178
C 1.067 -0.010 -0.063
H 1.225 1.574 1.386
H -2.651 0.233 1.466
H 1.065 -1.881 -0.958
C -0.044 0.612 -0.834
*
```

Results
**SMILES**: CC1(C)O[C@](C)(N)C1=O
**Gap between HOMO and LUMO**: 9.4 eV
**HOMO energy**: -8.541 eV

These are the Mulliken partial charges, in e, on atoms 1 to 4: number 1, C, carries 1.17; number 2, C, carries -1.46; number 3, O, carries -0.63; number 4, H, carries 0.23

The structure with the least stability is entry w.